Record 1
{"formula": "C27H31BCaClN9O8S3", "method": "ωB97M-V with the def2-TZVPD basis set", "elements": ["Ca", "O", "C", "O", "C", "C", "Cl", "N", "N", "C", "C", "O", "O", "C", "C", "C", "C", "C", "C", "H", "H", "H", "H", "H", "H", "C", "N", "C", "C", "N", "B", "N", "C", "C", "N", "C", "C", "S", "C", "S", "H", "H", "H", "H", "H", "H", "H", "H", "H", "H", "H", "H", "C", "C", "S", "O", "O", "C", "C", "N", "C", "N", "C", "C", "N", "O", "O", "C", "H", "H", "H", "H", "H", "H", "H", "H", "H", "H", "H", "H", "H"], "coordinates": [[0.175, -1.829, 0.128], [-0.789, 0.384, 5.724], [-1.319, 1.246, 4.882], [-1.798, 2.293, 5.239], [-1.308, 0.889, 3.426], [-1.924, 1.656, 2.451], [-2.807, 3.102, 2.545], [-1.709, 1.071, 1.253], [-0.973, -0.043, 1.394], [-0.741, -0.182, 2.691], [0.138, -1.343, 3.132], [0.269, -1.547, 4.339], [0.697, -1.984, 2.195], [-2.181, 1.428, -0.050], [-3.541, 1.512, -0.296], [-3.965, 1.820, -1.581], [-3.041, 2.021, -2.599], [-1.681, 1.927, -2.335], [-1.245, 1.636, -1.051], [-0.452, -0.444, 5.258], [-4.253, 1.335, 0.499], [-5.025, 1.890, -1.786], [-3.383, 2.257, -3.598], [-0.953, 2.103, -3.116], [-0.189, 1.583, -0.823], [-3.326, -1.604, -2.335], [-2.531, -2.811, -2.436], [-2.173, -3.436, -3.615], [-1.486, -4.544, -3.265], [-1.434, -4.611, -1.891], [-0.773, -5.820, -1.152], [0.294, -5.379, -0.084], [0.356, -5.991, 1.146], [1.439, -5.525, 1.804], [2.042, -4.613, 0.965], [3.240, -3.860, 1.278], [1.333, -4.536, -0.187], [1.692, -3.457, -1.496], [-2.077, -3.545, -1.390], [-2.287, -3.128, 0.267], [-3.215, -1.042, -3.260], [-2.974, -1.007, -1.496], [-4.377, -1.843, -2.170], [-2.434, -3.029, -4.575], [-1.012, -5.293, -3.870], [-0.229, -6.470, -2.010], [-1.605, -6.442, -0.543], [-0.397, -6.696, 1.447], [1.821, -5.725, 2.788], [3.353, -3.838, 2.358], [3.139, -2.843, 0.904], [4.113, -4.316, 0.811], [-1.237, 5.387, -0.421], [-0.143, 4.799, 0.459], [1.398, 4.814, -0.419], [1.780, 6.182, -0.641], [1.278, 3.908, -1.540], [2.579, 4.101, 0.735], [3.590, 3.152, 0.099], [3.019, 1.895, -0.392], [2.358, 0.990, 0.372], [1.771, 0.066, -0.368], [2.063, 0.369, -1.673], [2.813, 1.495, -1.696], [3.352, 2.127, -2.870], [2.898, 1.750, -3.927], [4.284, 2.900, -2.738], [2.321, 1.022, 1.859], [-2.179, 5.368, 0.126], [-1.355, 4.804, -1.332], [-1.005, 6.417, -0.685], [-0.346, 3.762, 0.734], [0.000, 5.380, 1.372], [2.028, 3.636, 1.553], [3.124, 4.949, 1.151], [4.347, 2.906, 0.843], [4.096, 3.621, -0.736], [1.748, -0.232, -2.509], [3.155, 1.591, 2.269], [2.379, 0.003, 2.238], [1.389, 1.457, 2.228]], "homo_lumo_gap_ev": 7.121, "de_lowest_kcal_mol": 11.1}

Record 2
{"formula": "C39H38BrN7O2Ru", "method": "ωB97M-V with the def2-TZVPD basis set", "elements": ["Ru", "O", "C", "C", "C", "C", "C", "C", "N", "H", "H", "H", "H", "H", "H", "H", "Br", "C", "C", "C", "C", "C", "C", "N", "C", "C", "C", "C", "C", "C", "N", "H", "H", "H", "H", "H", "H", "H", "H", "H", "C", "C", "C", "C", "C", "N", "C", "O", "N", "C", "C", "C", "C", "N", "C", "C", "C", "H", "H", "H", "H", "H", "H", "H", "H", "H", "H", "H", "H", "H", "C", "C", "C", "C", "C", "C", "C", "C", "N", "H", "H", "H", "H", "H", "H", "H", "H", "H"], "coordinates": [[-0.535, -0.079, -0.001], [1.821, 0.332, 1.397], [1.813, 1.746, 1.486], [0.439, 2.276, 1.814], [0.286, 3.369, 2.646], [-0.983, 3.846, 2.929], [-2.073, 3.214, 2.360], [-1.851, 2.135, 1.533], [-0.625, 1.656, 1.272], [1.643, -0.060, 2.261], [2.115, 2.108, 0.507], [2.527, 2.115, 2.217], [1.167, 3.835, 3.071], [-1.117, 4.698, 3.587], [-3.085, 3.547, 2.550], [-2.677, 1.625, 1.058], [-0.832, -1.657, 7.633], [-0.763, -1.675, 5.747], [-1.015, -2.844, 5.051], [-0.962, -2.860, 3.665], [-0.636, -1.712, 2.930], [-0.425, -0.542, 3.665], [-0.480, -0.517, 5.052], [-0.545, -1.698, 1.525], [-0.559, -2.875, 0.871], [-0.728, -2.930, -0.518], [-0.867, -4.142, -1.226], [-1.098, -4.119, -2.574], [-1.187, -2.885, -3.248], [-1.034, -1.735, -2.525], [-0.800, -1.738, -1.192], [-1.271, -3.748, 5.591], [-1.209, -3.787, 3.165], [-0.249, 0.385, 3.149], [-0.312, 0.408, 5.588], [-0.448, -3.813, 1.399], [-0.799, -5.074, -0.678], [-1.218, -5.046, -3.120], [-1.353, -2.821, -4.316], [-1.063, -0.776, -3.020], [4.494, 3.976, -10.175], [3.483, 3.282, -9.295], [2.597, 2.338, -9.807], [1.676, 1.694, -8.993], [1.605, 1.995, -7.638], [0.615, 1.344, -6.850], [0.678, 0.873, -5.568], [-0.302, 0.406, -5.004], [1.925, 0.969, -4.969], [2.199, 0.419, -3.703], [3.393, -0.242, -3.458], [3.621, -0.776, -2.200], [2.647, -0.651, -1.228], [1.507, 0.016, -1.454], [1.298, 0.553, -2.656], [2.465, 2.956, -7.115], [3.397, 3.574, -7.938], [4.383, 3.677, -11.216], [5.514, 3.739, -9.864], [4.381, 5.060, -10.120], [2.633, 2.090, -10.864], [1.007, 0.946, -9.410], [-0.248, 1.106, -7.304], [2.709, 1.078, -5.593], [4.132, -0.347, -4.248], [4.537, -1.312, -1.981], [2.770, -1.085, -0.247], [0.377, 1.098, -2.790], [2.389, 3.252, -6.075], [4.059, 4.323, -7.513], [-1.325, 2.872, -3.387], [-2.597, 2.175, -2.972], [-3.761, 2.380, -3.678], [-4.944, 1.742, -3.317], [-4.969, 0.902, -2.205], [-3.843, 0.657, -1.446], [-4.017, -0.206, -0.218], [-2.590, 1.267, -1.847], [-1.411, 1.065, -1.256], [-1.547, 3.858, -3.800], [-0.820, 2.291, -4.167], [-0.638, 2.986, -2.551], [-3.746, 3.055, -4.530], [-5.850, 1.907, -3.888], [-5.904, 0.431, -1.915], [-4.611, -1.090, -0.452], [-4.545, 0.339, 0.567], [-3.099, -0.563, 0.208]], "spin_multiplicity": 6, "s2": 8.831, "charge": 1, "homo_lumo_gap_ev": [5.894, 6.323], "de_lowest_kcal_mol": 8.5}

Record 3
{"formula": "C12H39NO7", "method": "ωB97M-V with the def2-TZVPD basis set", "elements": ["C", "O", "C", "C", "C", "N", "H", "H", "H", "H", "H", "H", "H", "H", "H", "H", "H", "C", "C", "O", "H", "H", "H", "H", "H", "H", "C", "C", "O", "H", "H", "H", "H", "H", "H", "C", "C", "O", "H", "H", "H", "H", "H", "H", "C", "C", "O", "H", "H", "H", "H", "H", "H", "O", "H", "H", "O", "H", "H"], "coordinates": [[-2.174, 2.298, -5.420], [-1.492, 2.558, -6.666], [-1.630, 3.865, -7.218], [-0.825, 4.007, -8.602], [0.708, 4.134, -8.437], [-1.265, 5.143, -9.364], [-2.112, 3.202, -4.815], [-1.738, 1.489, -4.834], [-3.203, 1.989, -5.602], [-2.640, 4.272, -7.192], [-1.093, 4.557, -6.569], [-1.237, 3.204, -9.214], [1.281, 4.344, -9.341], [1.094, 3.196, -8.038], [0.898, 4.922, -7.708], [-1.334, 5.972, -8.791], [-2.224, 4.857, -9.495], [3.324, -1.218, -2.275], [4.252, -0.449, -1.312], [3.552, 0.577, -0.678], [3.937, -1.942, -2.811], [2.896, -0.592, -3.058], [2.575, -1.806, -1.746], [5.004, 0.074, -1.902], [4.834, -1.152, -0.716], [4.325, 0.989, -0.286], [-0.159, -5.943, 6.211], [0.758, -6.864, 5.316], [1.225, -5.982, 4.242], [-1.105, -5.700, 5.728], [0.247, -4.934, 6.291], [-0.366, -6.342, 7.204], [0.372, -7.802, 4.917], [1.648, -7.047, 5.919], [2.118, -6.327, 4.162], [-7.909, -2.780, 2.781], [-6.555, -2.886, 2.272], [-6.134, -1.910, 1.448], [-8.671, -3.064, 2.055], [-7.978, -1.757, 3.150], [-8.039, -3.309, 3.726], [-6.300, -3.831, 1.792], [-5.921, -2.888, 3.158], [-5.196, -1.761, 1.586], [4.234, 0.369, 7.111], [4.096, 1.826, 7.520], [4.833, 1.993, 8.749], [5.278, 0.078, 7.226], [3.989, 0.458, 6.052], [3.598, -0.191, 7.797], [3.046, 2.040, 7.721], [4.224, 2.534, 6.701], [4.418, 1.397, 9.377], [1.178, 5.344, -1.293], [1.961, 5.879, -1.421], [1.513, 4.483, -1.043], [-0.422, -1.160, 1.806], [0.269, -0.534, 1.591], [0.034, -1.882, 2.239]], "homo_lumo_gap_ev": 9.574, "de_lowest_kcal_mol": 38.9, "smiles": "COC[C@H](C)N.CCO.CCO.CCO.CCO.O.O"}